This record from OMol25 describes a molecular structure, C36H32Cl2NO4Ru. The level of theory is wB97M-V/def2-TZVPD.

Output
**F_max**: 4.56 eV/A
**Frontier orbital gap (spin up / spin down)**: 6.703 / 7.439 eV
**E_LUMO (spin up / spin down)**: -2.132 / -1.398 eV
**2S+1**: 2
**⟨S²⟩**: 0.793

Cartesian coordinates (Å):
Ru 0.0097 -1.1015 0.1595
O 2.0666 -0.8915 -0.1243
C 2.8778 0.1560 -0.3896
C 2.3914 1.4201 0.4141
C 1.1926 2.0841 -0.1924
C 1.3809 3.3417 -0.7593
C 0.2902 4.0451 -1.2292
C -0.9465 3.4339 -1.1927
C -1.0609 2.1324 -0.7046
C -2.4115 1.5001 -0.9234
C -2.8302 0.2514 -0.1056
O -1.9863 -0.7841 -0.3520
C -4.2232 -0.1633 -0.6346
C -4.2445 -0.9336 -1.7907
C -5.4405 -1.3750 -2.3237
C -6.6355 -1.0489 -1.7056
C -6.6194 -0.2892 -0.5493
C -5.4209 0.1591 -0.0140
C -2.9126 0.4995 1.3997
C -3.0461 -0.6200 2.2188
C -3.2235 -0.4737 3.5831
C -3.2576 0.7928 4.1481
C -3.1011 1.9053 3.3405
C -2.9292 1.7626 1.9735
N -0.0141 1.4929 -0.1760
C 4.2724 -0.3197 0.0396
C 4.8504 -1.3270 -0.7288
C 6.0170 -1.9439 -0.3196
C 6.6224 -1.5691 0.8691
C 6.0591 -0.5619 1.6310
C 4.8858 0.0547 1.2261
C 2.8787 0.5380 -1.8762
C 1.7937 0.1943 -2.6693
C 1.7758 0.5344 -4.0100
C 2.8441 1.2153 -4.5676
C 3.9303 1.5571 -3.7795
C 3.9495 1.2253 -2.4353
H 3.2092 2.1397 0.4525
H 2.1670 1.0809 1.4262
H 2.3713 3.7668 -0.8038
H 0.4019 5.0390 -1.6324
H -1.8217 3.9441 -1.5630
H -2.4220 1.1686 -1.9687
H -3.1826 2.2647 -0.8154
H -3.3030 -1.2017 -2.2482
H -5.4388 -1.9765 -3.2199
H -7.5731 -1.3950 -2.1166
H -7.5489 -0.0460 -0.0559
H -5.4276 0.7493 0.8915
H -3.0392 -1.6036 1.7678
H -3.3572 -1.3494 4.2032
H -3.4235 0.9125 5.2093
H -3.1270 2.8956 3.7710
H -2.8265 2.6455 1.3621
H 4.3690 -1.6303 -1.6473
H 6.4437 -2.7333 -0.9208
H 7.5252 -2.0618 1.1993
H 6.5220 -0.2627 2.5600
H 4.4592 0.8279 1.8464
H 0.9663 -0.3664 -2.2259
H 0.9314 0.2612 -4.6231
H 2.8339 1.4770 -5.6158
H 4.7686 2.0844 -4.2127
H 4.8092 1.4832 -1.8299
C -0.0383 -5.3195 0.2465
C -0.0624 -3.8077 0.1953
O -0.0284 -3.2343 -0.9141
O -0.1242 -3.1679 1.2748
H 0.1926 -5.7174 -0.7369
H -1.0150 -5.6745 0.5652
H 0.6979 -5.6456 0.9757
Cl 1.0109 -1.7267 5.2080
C 0.1653 -0.3906 4.4364
Cl 0.5299 -0.3365 2.6782
H 0.5070 0.5430 4.8817
H -0.9098 -0.5281 4.5495

Results of the Löwdin charge analysis, in e, for atoms 1 through 8: number 1, Ru, carries 1.37; number 2, O, carries -0.23; number 3, C, carries -0.50; number 4, C, carries -0.08; number 5, C, carries -0.26; number 6, C, carries -0.01; number 7, C, carries -0.04; number 8, C, carries -0.02